Molecular formula: C53H61BrFeI2N2O6PSi
Method: DFT, the ωB97M-V functional and the def2-TZVPD basis

Atoms and positions in Å:
Fe -0.462014 0.598879 0.216897
I -3.963958 2.424538 -2.092770
C -2.708638 3.766430 -1.113461
C -3.179625 5.069305 -0.899155
C -2.401315 5.992614 -0.267065
I -3.186976 7.923625 0.004722
C -1.102523 5.658056 0.178721
C -0.216755 6.549172 0.822994
C 1.021419 6.122609 1.201952
C 1.383365 4.786078 0.943267
N 0.582848 3.940066 0.361171
C -0.638898 4.334879 -0.035024
C -1.453306 3.329274 -0.701227
O -1.027955 2.130509 -0.937618
H -4.172138 5.329116 -1.238758
H -0.532472 7.569005 1.006141
H 1.718299 6.793241 1.688103
H 2.362128 4.405881 1.221609
C 0.016257 0.397035 -4.130577
C -0.346366 -0.960822 -3.554220
C 0.449599 -2.069050 -4.232314
C -1.833028 -1.231637 -3.683103
O -0.014782 -0.858716 -2.144801
P -0.001921 -2.111697 -1.111107
O -1.203287 -2.959976 -1.231471
O 0.363131 -1.406422 0.190011
O 1.199869 -3.054056 -1.609905
C 2.607193 -2.922644 -1.396668
C 2.914315 -3.497366 -0.016686
C 3.045737 -1.476848 -1.552263
C 3.253061 -3.792597 -2.472451
H -0.126387 0.387675 -5.213877
H 1.051235 0.656377 -3.903345
H -0.632643 1.156981 -3.696435
H 0.142749 -2.113453 -5.279411
H 0.255233 -3.034005 -3.768659
H 1.520262 -1.868916 -4.187539
H -2.124780 -1.211754 -4.735886
H -2.396396 -0.478737 -3.138843
H -2.069330 -2.209223 -3.266350
H 2.256724 -3.051743 0.726558
H 3.952133 -3.308422 0.263557
H 2.735299 -4.573614 -0.020105
H 2.514876 -0.828817 -0.860805
H 2.837579 -1.122459 -2.563107
H 4.118135 -1.385966 -1.367307
H 2.842270 -4.801717 -2.434003
H 4.332505 -3.841224 -2.312369
H 3.065464 -3.379259 -3.463396
C 6.263248 2.239258 -1.102893
C 4.757946 2.241467 -1.221192
C 4.134989 2.913775 -2.256274
C 2.737853 2.859738 -2.334172
C 2.024064 3.676535 -3.380430
C 2.013734 2.140965 -1.412775
C 2.585563 1.502272 -0.275126
C 4.011878 1.565569 -0.262026
N 1.769754 0.922120 0.648935
C 2.421337 0.345368 1.856508
C 1.382271 -0.242472 2.826031
C 2.008095 -0.869698 4.076096
C 2.968366 -1.992978 3.698497
C 4.032634 -1.417938 2.768011
C 4.806446 -0.303707 3.481840
C 3.838396 0.801650 3.921714
C 2.775792 0.205855 4.843578
C 3.164280 1.419162 2.691374
C 3.345897 -0.852382 1.523361
H 6.723635 2.704454 -1.976021
H 6.650223 1.221095 -1.018160
H 6.595053 2.786330 -0.216693
H 4.711283 3.463740 -2.992608
H 2.562561 3.674579 -4.330919
H 1.943522 4.715597 -3.048096
H 1.011202 3.316853 -3.552422
H 0.943249 2.109876 -1.519471
H 4.582896 1.089159 0.514841
H 0.787703 -0.989369 2.295750
H 0.720534 0.551003 3.147053
H 1.204850 -1.264858 4.708215
H 2.427267 -2.793363 3.184475
H 3.427339 -2.422689 4.598364
H 4.725099 -2.214123 2.466788
H 5.562802 0.112295 2.807059
H 5.333854 -0.708866 4.353799
H 4.393039 1.580882 4.458964
H 2.088014 0.991556 5.168664
H 3.241270 -0.223050 5.740069
H 3.910916 1.945235 2.102001
H 2.421337 2.161060 3.000485
H 2.704523 -1.611276 1.077865
H 4.099704 -0.600632 0.782919
O -2.194702 -0.194993 0.040459
Si -3.412472 -1.217786 0.277665
C -4.263195 -2.061002 -1.198557
C -5.124974 -1.307357 -1.997066
C -5.775013 -1.855588 -3.094132
C -5.591167 -3.194654 -3.404092
C -4.760496 -3.971717 -2.608389
C -4.103043 -3.408765 -1.523288
C -3.052692 -2.508085 1.609311
C -1.927791 -2.366954 2.422232
C -1.664789 -3.256310 3.454243
C -2.528567 -4.314723 3.697639
C -3.657860 -4.470078 2.906299
C -3.913015 -3.572733 1.878035
C -4.904623 -0.247903 0.974667
C -6.178285 -0.820431 1.044841
C -7.258036 -0.137967 1.586675
C -7.089782 1.152819 2.068732
C -5.838373 1.745321 2.002604
C -4.763268 1.050481 1.462430
H -5.288355 -0.264041 -1.756158
H -6.425240 -1.239186 -3.704059
H -6.094652 -3.632023 -4.259481
H -4.604874 -5.017434 -2.848268
H -3.425024 -4.012767 -0.938564
H -1.240531 -1.556725 2.232673
H -0.778960 -3.124231 4.065235
H -2.325516 -5.013617 4.502019
H -4.339411 -5.293963 3.088635
H -4.801304 -3.710721 1.271543
H -6.335948 -1.821276 0.657519
H -8.234030 -0.609257 1.625361
H -7.932144 1.694257 2.485277
H -5.695193 2.756080 2.365332
H -3.798193 1.526869 1.405282
Br -1.239131 1.756151 2.169801

Forces on the atoms, in the same order (eV/Å):
Fe 0.65 0.01 -0.04
I 0.09 -0.05 -0.06
C -0.05 -0.12 -0.05
C 0.00 0.00 0.02
C -0.11 0.12 -0.03
I 0.00 -0.02 -0.01
C 0.03 -0.02 0.02
C -0.03 0.05 0.00
C 0.07 -0.01 0.01
C -0.02 -0.02 -0.01
N 0.13 -0.12 -0.03
C 0.00 -0.08 0.00
C -0.11 -0.03 -0.08
O 0.14 -0.05 0.09
H -0.02 0.00 -0.01
H 0.01 -0.03 0.00
H 0.01 0.00 0.02
H 0.04 -0.01 0.02
C -0.07 0.01 0.00
C -0.05 0.01 0.17
C -0.04 0.03 -0.09
C -0.08 -0.14 -0.14
O 0.28 -0.12 0.06
P -0.15 0.05 0.09
O -0.17 0.03 0.14
O -0.45 0.01 -0.53
O -0.01 -0.18 0.04
C 0.09 0.03 -0.01
C -0.07 -0.36 -0.12
C 0.05 0.00 -0.13
C 0.03 0.05 0.06
H 0.00 0.02 -0.01
H 0.04 -0.04 0.02
H -0.01 0.10 0.05
H 0.03 0.01 -0.05
H -0.03 0.00 -0.05
H 0.00 0.01 -0.02
H -0.02 0.06 -0.04
H -0.08 0.12 0.07
H -0.07 0.03 0.02
H -0.03 -0.42 -0.17
H 0.01 -0.01 0.04
H 0.00 -0.08 -0.06
H 0.03 -0.04 -0.07
H 0.03 -0.01 -0.02
H 0.00 0.03 -0.01
H -0.01 -0.04 0.02
H 0.01 0.00 -0.01
H 0.00 0.01 -0.01
C -0.03 0.01 -0.01
C 0.01 0.01 -0.04
C 0.01 -0.03 0.03
C 0.00 0.00 -0.02
C -0.02 -0.03 0.00
C -0.01 -0.07 -0.05
C 0.19 0.24 -0.08
C -0.09 0.07 0.11
N -0.23 -0.12 0.08
C 0.12 -0.07 0.01
C -0.16 -0.08 -0.08
C 0.01 0.04 0.03
C 0.01 -0.03 0.01
C -0.01 0.03 -0.02
C -0.02 -0.01 0.00
C 0.01 -0.02 0.00
C 0.01 -0.01 0.03
C -0.04 0.04 -0.07
C -0.11 0.16 0.07
H 0.01 0.01 -0.01
H 0.01 -0.02 0.00
H 0.00 0.01 0.03
H 0.03 0.03 -0.03
H 0.01 -0.01 -0.03
H 0.00 0.03 -0.02
H -0.07 -0.07 -0.01
H -0.04 0.04 -0.04
H 0.03 0.05 0.03
H 0.04 0.03 0.07
H -0.12 0.07 0.04
H -0.02 0.01 -0.03
H -0.01 -0.03 0.01
H 0.00 -0.01 0.00
H 0.01 0.02 0.00
H 0.02 0.01 -0.01
H 0.01 -0.01 0.03
H 0.01 -0.01 -0.03
H -0.02 0.02 0.02
H 0.01 0.00 0.01
H 0.00 0.06 -0.01
H -0.04 0.02 0.00
H 0.25 0.71 0.34
H -0.02 -0.08 0.03
O 0.02 -0.52 -0.25
Si -0.18 0.33 0.18
C 0.21 -0.01 -0.04
C 0.03 0.03 -0.06
C -0.01 0.01 0.00
C -0.03 -0.05 -0.01
C 0.00 -0.05 -0.03
C 0.06 0.05 -0.01
C 0.10 -0.01 -0.10
C -0.01 -0.03 -0.02
C 0.01 -0.02 0.02
C 0.01 0.00 0.05
C -0.02 -0.03 0.00
C -0.02 -0.02 -0.01
C 0.06 0.02 0.02
C 0.02 -0.04 0.05
C -0.03 -0.04 -0.01
C -0.02 0.04 0.02
C -0.01 0.02 0.00
C -0.09 0.00 -0.07
H -0.03 0.04 0.02
H 0.00 0.02 0.00
H 0.01 0.00 0.00
H -0.01 -0.01 0.01
H 0.09 -0.04 0.02
H 0.03 0.07 -0.01
H 0.01 0.01 0.00
H 0.00 0.00 -0.02
H 0.00 0.01 0.00
H -0.02 -0.02 -0.03
H -0.02 -0.03 -0.02
H -0.01 -0.01 0.00
H 0.00 0.00 0.00
H 0.01 0.03 0.01
H 0.17 0.06 0.02
Br -0.17 0.36 0.75

Computed properties:
Electronic energy   -209025.9424 eV
HOMO level (spin up / spin down)   -1.8 / -1.7 eV
Frontier orbital gap (spin up / spin down)   5.098 / 5.019 eV
ΔE to the lowest compared entry with this formula, charge and spin   0.0 kcal per mole
E_LUMO (spin up / spin down)   3.3 / 3.3 eV
Charge   -2
Spin multiplicity   6

Molecular formula: C36H37NOsP2
Method: DFT, the ωB97M-V functional and the def2-TZVPD basis

Atoms and positions in Å:
Os -4.369720 -2.027169 -2.394725
C 0.062329 -2.241732 -0.347291
C 0.027750 -3.531733 -0.538834
C -0.887631 -4.475155 0.224145
C -2.450759 -4.405202 -0.047776
C -3.249426 -3.204531 -0.376641
C -3.126428 -1.957329 0.186307
C -2.065799 -1.447820 1.068396
C -0.558226 -1.378433 0.710255
C -4.791401 -0.530343 -3.671765
H 0.619547 -1.642551 -1.126566
H 0.861596 -4.050459 -1.123402
H -0.812126 -4.443624 1.340258
H -0.584056 -5.493867 -0.160110
H -2.612781 -5.083737 -0.873449
H -2.982745 -4.884470 0.785046
H -4.331368 -3.561590 -0.371835
H -4.110797 -1.445648 0.414542
H -2.199337 -1.996171 2.017918
H -2.331591 -0.396277 1.336254
H -0.320234 -0.300245 0.559175
H -0.088644 -1.660022 1.689125
H -3.943162 -0.196459 -4.371467
H -5.042260 0.427180 -3.148608
H -5.498402 -0.744826 -4.481179
P -4.046591 -4.679401 -4.967799
P -5.728232 -3.367966 -3.450763
C -4.777496 -5.836491 -3.813279
C -5.742386 -5.136695 -3.106701
C -4.160760 -5.661021 -6.583008
C -4.375804 -7.032934 -6.662556
C -4.384830 -7.673368 -7.923708
C -4.219870 -6.931650 -9.071750
C -4.039101 -5.547728 -9.013879
C -4.022407 -4.893113 -7.774566
C -2.187223 -4.660308 -4.576501
C -1.661720 -3.651864 -3.763686
C -0.253025 -3.511559 -3.663720
C 0.546901 -4.305335 -4.497359
C -0.005113 -5.261755 -5.322608
C -1.364289 -5.537700 -5.323472
C -7.397862 -3.549112 -4.390991
C -7.425682 -4.107817 -5.715238
C -8.667005 -4.324365 -6.373016
C -9.906981 -3.941890 -5.813898
C -9.839954 -3.385907 -4.555234
C -8.639016 -3.198341 -3.873651
C -6.455145 -2.532325 -2.005601
C -6.980544 -1.197515 -2.192422
C -7.335560 -0.467937 -1.041637
C -7.336160 -1.128535 0.200964
C -7.127001 -2.493365 0.287906
C -6.775817 -3.247521 -0.816853
H -4.535745 -6.860559 -3.766120
H -6.504582 -5.554133 -2.433029
H -4.579892 -7.637822 -5.780319
H -4.550073 -8.741675 -7.968030
H -4.231988 -7.418234 -10.048120
H -3.934007 -4.963134 -9.913541
H -3.918753 -3.818956 -7.731085
H -2.406350 -2.967943 -3.199113
H 0.336881 -2.859109 -3.012704
H 1.572032 -4.011784 -4.637459
H 0.619796 -5.776324 -6.040139
H -1.731162 -6.429179 -5.879185
H -6.504589 -4.276952 -6.265315
H -8.667310 -4.809050 -7.357102
H -10.851550 -4.151710 -6.322725
H -10.749580 -3.067316 -4.071682
H -8.719405 -2.623109 -2.959013
H -7.045346 -0.720473 -3.181460
H -7.470729 0.610983 -1.172116
H -7.536944 -0.522663 1.083300
H -7.171257 -2.995812 1.250158
H -6.542968 -4.310304 -0.767291
N -1.991426 -0.006209 -1.875974
C -2.898206 -0.801877 -2.015745

Forces on the atoms, in the same order (eV/Å):
Os 1.71 1.30 1.54
C 0.32 4.47 -1.37
C 0.22 -3.94 0.71
C -0.58 -0.88 -0.80
C 1.55 -0.55 -0.75
C -1.39 -0.20 1.55
C -1.52 -0.23 1.00
C 0.53 1.41 0.02
C -0.04 0.04 0.92
C 0.88 2.30 -3.01
H -0.20 -0.64 1.18
H -1.48 0.94 0.51
H 0.60 0.14 -0.76
H -0.45 0.87 1.05
H -0.06 -0.46 -0.39
H 0.11 0.02 0.03
H 0.95 0.70 -0.61
H 1.03 -0.37 -0.69
H -0.23 -0.10 -0.20
H 0.15 -0.77 -0.14
H 0.01 -1.00 -0.21
H 0.13 0.30 -0.73
H -0.33 -0.65 1.42
H 0.11 -0.86 -0.29
H -0.52 -0.08 0.55
P 1.76 -1.55 -1.39
P -4.51 -3.02 -2.56
C -2.06 2.80 1.54
C 1.92 -1.92 -0.25
C 0.09 1.39 -0.03
C -0.09 -0.34 -0.49
C -0.15 0.41 1.07
C 0.19 0.23 -0.62
C -0.13 0.27 0.97
C -0.08 -1.30 0.11
C -1.13 -0.31 -0.92
C 0.11 0.34 0.64
C -0.17 -0.54 -0.20
C -0.68 0.92 -0.17
C -0.01 -0.56 -0.44
C -0.02 0.19 0.49
C 0.30 0.38 -2.45
C -0.97 0.55 0.51
C 0.48 -0.01 0.07
C 1.42 -0.79 -0.04
C -0.30 0.05 0.13
C 0.11 0.77 0.46
C -2.24 -0.11 0.33
C 0.13 0.12 1.17
C 0.57 -0.68 -0.65
C -0.24 1.33 -0.43
C -0.09 -0.85 0.57
C 1.22 1.04 -0.13
H -0.14 -1.14 0.19
H 0.48 -0.04 -0.28
H 0.21 0.15 -0.17
H 0.02 0.02 -0.03
H -0.01 0.08 0.30
H 0.02 -0.01 -0.15
H 0.11 0.10 0.03
H 1.50 -0.97 -0.84
H -0.99 0.29 -0.33
H 0.39 -0.28 0.31
H 0.15 -0.21 0.19
H 0.03 1.14 0.29
H -0.15 -0.30 0.12
H 0.18 0.34 0.38
H 0.41 0.25 0.16
H -0.09 0.08 0.14
H 0.02 -0.38 0.16
H 0.13 -0.45 0.73
H -0.42 -0.48 0.39
H 0.03 -0.34 -0.05
H -0.30 0.15 -0.05
H -0.13 0.29 0.27
N -3.73 -3.49 -0.41
C 5.38 4.63 0.84

Computed properties:
Electronic energy   -60440.6585 eV
HOMO level (spin up / spin down)   -12.8 / -13.7 eV
Frontier orbital gap (spin up / spin down)   6.686 / 3.365 eV
ΔE to the lowest compared entry with this formula, charge and spin   113.5 kcal per mole
E_LUMO (spin up / spin down)   -6.1 / -10.3 eV
Charge   +2
Spin multiplicity   5

Molecular formula: C15H33BrClNO5Si
Method: DFT, the ωB97M-V functional and the def2-TZVPD basis

Atoms and positions in Å:
C 1.308713 2.733648 -5.824256
C 0.282718 2.873884 -4.712646
Br 1.032628 2.106031 -3.071215
C -0.218559 4.306782 -4.529499
Si 0.805378 5.612634 -3.645975
C 0.270213 6.010927 -1.897729
C -0.097329 4.894513 -0.907577
C 1.118912 4.401641 -0.147072
Cl 0.664500 3.109833 0.999756
N 2.513126 5.209260 -3.812451
C 3.289363 5.303021 -2.891136
O 4.046512 5.369220 -2.011739
H 0.965955 3.268384 -6.714158
H 2.274083 3.140112 -5.523140
H 1.445327 1.683285 -6.085765
H -0.561714 2.212535 -4.899087
H -0.332147 4.711114 -5.543422
H -1.223989 4.303105 -4.094142
H 0.631275 6.866807 -4.412999
H 1.005824 6.682584 -1.436586
H -0.617213 6.636838 -2.060269
H -0.567919 4.052623 -1.417219
H -0.823280 5.268572 -0.180835
H 1.568896 5.203165 0.439299
H 1.878944 3.974833 -0.798244
C 0.068294 0.265727 2.906506
O -0.012367 -0.596894 4.025960
C -0.284918 -1.944830 3.691881
C 0.962101 -2.800356 3.694808
O 1.880695 -2.415446 2.687858
C 2.946595 -1.612963 3.157832
H 0.477735 1.211455 3.256371
H 0.720634 -0.140666 2.129938
H -0.923918 0.447805 2.478218
H -0.763860 -2.004020 2.708224
H -0.987031 -2.339345 4.432481
H 0.675262 -3.838178 3.499670
H 1.436079 -2.761924 4.681525
H 3.653014 -2.204542 3.750727
H 2.585140 -0.778771 3.763827
H 3.463308 -1.221290 2.283489
C -3.207648 -3.726911 1.077859
O -3.250426 -4.651112 2.148057
C -3.552649 -5.976434 1.748479
C -2.320878 -6.852166 1.663812
O -1.419992 -6.424539 0.658826
C -0.336014 -5.662247 1.155826
H -2.788368 -2.801342 1.468211
H -2.581331 -4.086710 0.258065
H -4.213404 -3.522291 0.694605
H -4.066696 -5.972079 0.781300
H -4.235032 -6.398714 2.492236
H -2.629868 -7.872872 1.420482
H -1.820222 -6.874174 2.638278
H 0.379519 -6.298384 1.688817
H -0.679928 -4.874139 1.829530
H 0.165963 -5.207000 0.304410

Forces on the atoms, in the same order (eV/Å):
C 0.07 -0.12 0.02
C -0.09 0.08 -0.22
Br -0.01 0.01 0.23
C 0.01 -0.06 -0.08
Si 0.15 -0.03 -0.30
C -0.12 -0.03 0.10
C 0.05 0.01 0.03
C 0.02 0.06 -0.06
Cl -0.02 -0.07 0.07
N -0.28 0.16 0.27
C 0.01 -0.15 -0.03
O 0.25 0.02 0.07
H -0.01 -0.05 0.03
H -0.06 0.07 -0.03
H 0.04 0.06 0.04
H 0.02 0.09 -0.07
H -0.14 -0.03 0.06
H 0.08 0.01 0.07
H -0.02 0.01 0.02
H -0.02 0.03 -0.10
H 0.05 0.00 -0.01
H 0.01 -0.03 0.00
H 0.05 -0.01 -0.03
H -0.02 -0.06 -0.03
H -0.04 0.03 -0.05
C 0.00 -0.02 0.00
O 0.06 0.00 0.03
C -0.08 0.04 -0.02
C 0.07 -0.07 0.01
O -0.04 0.01 -0.04
C -0.01 0.02 0.00
H -0.02 0.01 0.02
H 0.00 0.02 -0.01
H 0.00 -0.02 -0.01
H -0.01 -0.01 -0.01
H 0.00 -0.01 -0.01
H 0.00 0.00 0.03
H 0.01 0.01 0.01
H -0.02 0.00 0.02
H 0.01 0.01 0.00
H 0.01 -0.01 0.00
C 0.00 -0.01 0.00
O 0.09 -0.02 0.02
C -0.08 0.04 -0.04
C 0.09 -0.02 0.05
O -0.05 0.06 -0.03
C 0.00 0.01 0.02
H -0.02 0.01 0.01
H 0.01 0.01 0.00
H 0.00 -0.02 -0.01
H -0.01 -0.01 0.00
H 0.00 -0.01 -0.01
H -0.02 0.00 0.00
H 0.00 -0.01 0.00
H -0.01 0.00 0.02
H 0.01 0.03 -0.01
H 0.00 -0.02 -0.01

Computed properties:
Electronic energy   -118259.7834 eV
HOMO level   -9.1 eV
Frontier orbital gap   9.616 eV
ΔE to the lowest compared entry with this formula, charge and spin   0.0 kcal per mole
E_LUMO   0.5 eV
Charge   0
SMILES string   C[C@@H](Br)C[Si@@H](CCCCl)N=C=O.COCCOC.COCCOC

Molecular formula: C2H4S3
Method: DFT, the ωB97M-V functional and the def2-TZVPD basis

Atoms and positions in Å:
C -0.184069 -1.361096 -0.149045
C 0.143618 -0.229758 0.701139
S -1.056129 -2.700564 0.547597
S -1.364729 -2.199226 2.398680
S -0.081632 -1.665355 -1.912378
H -0.554272 -0.359062 1.481491
H 0.198778 0.687845 0.189906
H 1.106190 -0.321061 1.314573
H 0.437463 -0.424639 -2.225531

Forces on the atoms, in the same order (eV/Å):
C -1.33 -3.28 -0.73
C 2.35 -0.87 0.14
S 1.21 2.15 -0.66
S -0.24 -0.66 0.75
S 0.77 1.80 0.89
H -1.36 0.88 1.13
H -0.25 1.22 -0.56
H -0.88 -0.34 -1.07
H -0.29 -0.91 0.12

Computed properties:
Electronic energy   -34643.0325 eV
HOMO level   -7.8 eV
Frontier orbital gap   6.975 eV
ΔE to the lowest compared entry with this formula, charge and spin   27.5 kcal per mole
E_LUMO   -0.9 eV
Charge   0